<i>
C5H8NS2 | ωB97M-V/def2-TZVPD

XYZ file:
```
16
C5H8NS2 (ωB97M-V/def2-TZVPD)
C 1.320 1.272 -0.274
C 0.118 1.795 -0.259
C 1.558 -0.153 -0.529
C -1.386 -0.416 -0.185
C -2.718 -0.980 0.287
N 2.490 -0.614 0.412
S -1.437 1.222 -0.602
S 0.006 -1.364 -0.306
H 2.042 1.992 0.091
H -0.075 2.909 0.023
H 1.776 -0.383 -1.594
H -3.463 -0.303 0.620
H -2.396 -1.571 1.051
H -3.133 -1.549 -0.403
H 2.931 -1.450 0.231
H 2.366 -0.409 1.436
```

The calculation puts the LUMO energy at -5.361 eV. Its HOMO-LUMO gap is 8.3 eV. Its charge is +1.

Löwdin atomic charge list, values in e, 5 entries: C -0.1379; C -0.4355; C -0.5052; C -0.8520; C -0.0910

***

<ii>
C5H8NS2 | ωB97M-V/def2-TZVPD

XYZ file:
```
16
C5H8NS2 (ωB97M-V/def2-TZVPD)
C 1.235 1.227 0.161
C 1.849 -0.080 0.248
C -0.088 1.522 0.018
C -1.045 -0.681 -0.112
C -2.282 -1.528 -0.094
N -1.101 0.618 -0.045
S 3.628 -0.204 -0.226
S 0.497 -1.431 -0.367
H 1.941 2.000 0.258
H 1.782 -0.405 1.400
H -0.289 2.536 0.104
H -2.317 -2.012 0.957
H -2.219 -2.507 -0.611
H -3.125 -0.994 -0.546
H -1.965 1.119 -0.180
H 3.500 0.820 -0.967
```

The calculation puts the LUMO energy at -5.072 eV. Its HOMO-LUMO gap is 8.1 eV. Its charge is +1.

Löwdin atomic charge list, values in e, 5 entries: C -0.1553; C -0.7885; C -0.0721; C -0.5613; C -0.0420

***

Most stable: <ii> (next structure +27.1 kJ/mol)

***

<i>
C4H2N2O | ωB97M-V/def2-TZVPD

XYZ file:
```
9
C4H2N2O (ωB97M-V/def2-TZVPD)
N -3.574 -0.445 1.416
C -2.520 -0.442 0.903
C -1.354 -0.331 0.353
C -0.154 -0.193 -0.072
C 1.048 -0.129 -0.704
N 1.924 0.701 -0.277
O 3.063 0.572 -1.087
H 1.206 -0.860 -1.549
H 3.716 1.056 -0.614
```

The calculation puts the LUMO energy at -1.062 eV. Its HOMO-LUMO gap is 8.7 eV. As for the structure (SMILES): N#CC#C/C=N/O.

Löwdin atomic charge list, values in e, 5 entries: N 0.1814; C -0.2720; C -0.0030; C 0.0483; C -0.1949

***

<ii>
C4H2N2O | ωB97M-V/def2-TZVPD

XYZ file:
```
9
C4H2N2O (ωB97M-V/def2-TZVPD)
N 1.045 1.556 -0.312
C -0.166 0.977 -0.487
O -1.105 1.506 -1.048
C -0.314 -0.378 0.054
C -0.696 -1.468 0.402
C -0.368 -3.100 1.221
N -1.379 -2.667 0.697
H 1.807 1.088 0.151
H 1.177 2.486 -0.678
```

The calculation puts the LUMO energy at -0.169 eV. Its HOMO-LUMO gap is 10.3 eV.

Löwdin atomic charge list, values in e, 5 entries: N 0.1616; C -0.5638; O 0.0770; C 0.1092; C -0.1907

***

Most stable: <ii> (next structure +44.1 kJ/mol)

***

<i>
C22H48O14S5 | ωB97M-V/def2-TZVPD

XYZ file:
```
89
C22H48O14S5 (ωB97M-V/def2-TZVPD)
C 8.442 -12.016 13.660
C 8.474 -12.911 14.885
C 7.684 -12.261 16.051
O 6.814 -13.312 16.468
C 6.980 -14.422 15.696
O 6.327 -15.402 15.844
O 7.808 -14.160 14.702
H 7.442 -11.951 13.228
H 9.124 -12.329 12.872
H 8.709 -11.010 13.989
H 9.498 -13.096 15.195
H 7.082 -11.412 15.740
H 8.400 -12.038 16.841
C 4.929 -17.930 17.850
C 3.655 -17.204 18.225
C 3.577 -15.779 17.687
O 2.816 -15.920 16.492
C 2.175 -17.106 16.500
O 1.409 -17.509 15.689
O 2.539 -17.823 17.591
H 5.026 -18.873 18.392
H 5.782 -17.293 18.098
H 5.019 -18.194 16.797
H 3.508 -17.237 19.306
H 4.555 -15.367 17.444
H 3.052 -15.132 18.396
C 11.346 -12.899 21.123
C 11.606 -14.379 21.149
C 12.681 -14.957 22.056
O 12.054 -16.049 22.742
C 10.729 -16.001 22.534
O 9.951 -16.768 22.996
O 10.409 -14.958 21.760
H 11.378 -12.428 22.104
H 10.397 -12.741 20.616
H 12.121 -12.430 20.513
H 11.790 -14.765 20.148
H 13.107 -14.265 22.789
H 13.529 -15.377 21.515
C 10.852 -16.415 13.862
S 10.837 -14.887 12.896
O 11.925 -14.041 13.522
C 11.643 -15.590 11.426
H 10.272 -17.170 13.326
H 10.350 -16.214 14.811
H 11.850 -16.795 14.071
H 12.120 -14.784 10.870
H 10.964 -16.069 10.719
H 12.410 -16.286 11.760
C 8.698 -17.303 19.541
S 9.353 -15.776 18.911
O 9.500 -15.947 17.418
C 7.936 -14.672 19.222
H 8.954 -17.525 20.578
H 9.038 -18.119 18.908
H 7.607 -17.284 19.486
H 7.043 -15.058 18.724
H 8.117 -13.665 18.846
H 7.690 -14.557 20.280
C 14.366 -12.935 16.407
S 13.129 -13.993 17.172
O 13.442 -13.944 18.645
C 11.671 -12.936 16.868
H 15.336 -13.048 16.884
H 14.125 -11.872 16.477
H 14.400 -13.212 15.352
H 11.819 -12.467 15.895
H 11.614 -12.200 17.673
H 10.738 -13.497 16.863
C 7.992 -11.001 21.247
S 9.032 -10.291 19.942
O 10.374 -9.975 20.566
C 8.225 -8.668 19.865
H 6.964 -10.983 20.887
H 8.127 -10.322 22.088
H 8.339 -12.007 21.458
H 7.449 -8.668 19.098
H 9.053 -8.031 19.563
H 7.784 -8.375 20.814
C 6.548 -20.188 15.540
S 7.730 -19.581 16.773
O 8.373 -20.833 17.296
C 8.830 -18.750 15.570
H 5.735 -20.666 16.088
H 6.972 -20.957 14.898
H 6.152 -19.331 14.995
H 9.545 -18.141 16.120
H 8.285 -18.090 14.894
H 9.340 -19.487 14.947
```

The calculation puts the LUMO energy at 0.005 eV. Its HOMO-LUMO gap is 8.9 eV.

Löwdin atomic charge list, values in e, 5 entries: C -0.0160; C -0.3053; C -0.0759; O 0.0381; C -0.5775

***

<ii>
C22H48O14S5 | ωB97M-V/def2-TZVPD

XYZ file:
```
89
C22H48O14S5 (ωB97M-V/def2-TZVPD)
C -0.258 -1.121 0.145
C 0.489 -2.235 -0.703
C 2.004 -2.086 -0.771
O 2.502 -3.361 -0.486
C 1.509 -4.216 -0.085
O 1.646 -5.431 0.068
O 0.323 -3.540 -0.222
H -0.099 -0.101 -0.205
H 0.123 -1.254 1.158
H -1.331 -1.288 0.245
H 0.167 -2.165 -1.742
H 2.206 -1.329 -0.012
H 2.475 -1.713 -1.680
C -0.550 4.547 -4.014
C -0.814 3.092 -3.624
C -0.407 2.052 -4.671
O 0.461 1.306 -4.004
C 0.641 1.758 -2.801
O 1.482 1.124 -2.097
O 0.128 2.913 -2.577
H 0.467 4.902 -4.182
H -1.011 5.137 -3.221
H -1.237 4.805 -4.820
H -1.853 2.804 -3.460
H 0.139 2.490 -5.506
H -1.323 1.572 -5.018
C -5.175 -2.353 4.347
C -3.869 -1.977 5.128
C -3.247 -3.015 5.959
O -2.092 -3.281 5.168
C -1.974 -2.423 4.079
O -1.050 -2.445 3.278
O -3.011 -1.515 4.122
H -5.883 -2.828 5.025
H -4.990 -3.036 3.518
H -5.675 -1.469 3.951
H -4.076 -1.253 5.916
H -3.982 -3.781 6.206
H -2.871 -2.645 6.913
C 0.497 1.891 2.891
S -0.681 0.939 3.943
O -0.759 1.349 5.427
C -2.256 1.481 3.156
H 0.226 1.850 1.836
H 1.443 1.352 2.843
H 0.662 2.939 3.142
H -2.544 1.038 2.203
H -1.958 2.519 3.014
H -3.125 1.541 3.811
C -2.608 -0.784 -3.372
S -3.145 -2.505 -3.613
O -3.668 -3.027 -2.274
C -4.525 -2.387 -4.741
H -2.047 -0.622 -2.452
H -3.502 -0.165 -3.299
H -2.024 -0.395 -4.207
H -4.837 -3.297 -5.252
H -4.247 -1.695 -5.536
H -5.399 -2.007 -4.212
C -4.502 2.674 -1.678
S -3.385 2.019 -0.344
O -2.218 1.318 -1.014
C -2.662 3.710 -0.137
H -5.049 3.578 -1.410
H -5.245 1.938 -1.986
H -3.802 2.858 -2.494
H -1.944 4.063 -0.877
H -2.137 3.775 0.816
H -3.236 4.609 0.085
C 6.365 -1.241 -1.998
S 6.922 0.284 -2.862
O 5.692 0.683 -3.730
C 7.133 1.475 -1.461
H 6.879 -2.081 -2.465
H 5.305 -1.449 -2.144
H 6.672 -1.216 -0.953
H 8.024 1.489 -0.834
H 6.169 1.385 -0.960
H 7.043 2.480 -1.874
C 4.396 -1.889 2.177
S 5.621 -0.632 1.565
O 4.865 0.585 0.995
C 6.223 -0.197 3.198
H 4.823 -2.458 3.002
H 4.021 -2.512 1.364
H 3.461 -1.463 2.541
H 7.024 0.533 3.312
H 6.629 -1.094 3.665
H 5.423 0.118 3.868
```

The calculation puts the LUMO energy at -0.022 eV. Its HOMO-LUMO gap is 8.2 eV.

Löwdin atomic charge list, values in e, 5 entries: C -0.0026; C -0.2976; C -0.1256; O 0.0371; C -0.4581

***

Most stable: <i> (next structure +513.5 kJ/mol)